Density functional theory data (ωB97M-V with the def2-TZVPD basis set) for the molecule C9H10N4O2 in a non-equilibrium geometry.

Positions of all 25 atoms, in Å:
N -4.62 -0.93 0.39
C -3.45 -0.53 0.18
C -2.14 0.06 0.01
C -2.01 1.33 0.03
N -3.10 2.35 0.24
N -0.83 1.73 -0.24
C 0.08 0.97 -0.20
C -0.06 -0.46 -0.13
C -1.24 -0.90 -0.27
N -1.45 -2.24 -0.20
C 1.30 -0.81 -0.60
C 2.26 0.35 -0.63
C 3.29 0.26 0.73
O 4.28 -0.54 0.62
O 1.28 1.59 -0.26
H -2.93 3.26 0.46
H -4.01 2.08 0.18
H -0.64 -2.91 -0.48
H -2.40 -2.41 -0.14
H 1.50 -1.64 -1.55
H 1.70 -1.50 0.35
H 2.78 0.44 -1.31
H 3.68 1.46 0.83
H 2.66 0.25 1.53
H 4.07 -1.28 0.45

Summary:
- ΔE to the lowest compared entry with this formula, charge and spin: 201.9 kcal per mole
- F_max: 0.38556 Eh/bohr
- LUMO: 0.01346 Eh

Atom charges from the natural (NBO) analysis, given in e for atoms 1 to 8: -0.350, 0.282, -0.344, 0.480, -0.813, -0.504, 0.570, -0.212